1.
C45H39BaBrN9O4 as an isolated structure at a distorted geometry. Source: the Open Molecules 2025 dataset; level of theory: wB97M-V/def2-TZVPD.

orbital gap (spin up / spin down) = 5.176 / 5.179 eV
HOMO energy (spin up / spin down) = -3.985 / -3.986 eV
charge = -1
multiplicity = 1

```
99
C45H39BaBrN9O4 (wB97M-V/def2-TZVPD)
Ba 14.866 13.710 10.795
Br 16.182 21.649 10.208
O 16.248 14.303 8.641
O 10.356 13.319 10.204
O 10.300 17.437 15.627
O 12.444 13.581 10.901
N 14.223 11.367 12.334
N 16.245 19.255 4.950
N 17.083 18.233 4.918
N 16.788 11.519 11.287
N 18.137 13.921 11.032
N 14.137 15.625 7.774
N 13.676 15.626 12.871
N 13.325 12.286 8.453
N 9.472 16.830 13.549
C 8.173 17.014 14.229
C 11.893 16.682 14.083
C 12.833 16.890 15.182
C 16.591 21.341 8.446
C 15.418 16.774 6.082
C 13.236 8.756 12.945
C 13.081 17.231 6.367
C 20.142 10.655 12.628
C 16.410 15.044 7.621
C 18.746 12.862 11.591
C 14.477 15.754 13.898
C 16.197 8.069 10.661
C 20.825 11.837 12.448
C 10.462 17.068 14.479
C 17.622 15.222 6.870
C 16.742 17.063 5.514
C 12.024 12.038 9.032
C 8.944 16.404 11.180
C 13.091 16.297 7.435
C 17.812 16.223 5.906
C 7.856 15.988 15.339
C 12.399 15.997 12.987
C 16.627 9.330 10.369
C 17.733 20.603 7.961
C 11.559 13.062 10.164
C 13.144 11.179 13.108
C 14.086 16.419 15.050
C 16.626 20.224 5.866
C 18.815 14.970 10.665
C 15.298 15.831 7.100
C 15.100 7.854 11.543
C 20.781 14.173 11.775
C 14.816 10.278 11.836
C 15.624 21.222 6.181
C 15.685 21.795 7.420
C 14.364 8.919 12.139
C 20.147 15.176 11.034
C 9.522 17.344 12.183
C 16.057 10.439 11.065
C 17.777 20.016 6.752
C 12.663 9.919 13.483
C 18.751 10.551 12.373
C 14.244 17.421 5.701
C 18.034 11.622 11.799
C 20.118 12.965 11.999
H 15.500 15.409 13.811
H 14.844 6.811 11.777
H 12.471 17.414 16.066
H 8.264 15.675 11.677
H 13.161 13.009 7.740
H 11.976 11.053 9.490
H 11.723 15.670 12.205
H 17.419 9.551 9.665
H 11.210 12.026 8.306
H 18.792 16.404 5.463
H 8.464 16.219 16.195
H 21.893 11.926 12.634
H 20.722 9.767 12.917
H 10.526 17.653 11.946
H 8.141 17.986 14.703
H 12.921 7.708 13.235
H 12.177 16.048 7.974
H 11.904 9.861 14.228
H 20.742 16.106 10.804
H 14.869 21.315 5.409
H 21.726 14.333 12.257
H 9.728 15.824 10.704
H 14.232 18.027 4.795
H 13.731 11.387 8.143
H 16.670 7.148 10.327
H 6.807 16.016 15.567
H 18.559 20.463 8.661
H 8.955 18.320 12.231
H 18.230 9.600 12.568
H 8.348 16.917 10.414
H 7.376 16.999 13.497
H 18.586 19.356 6.440
H 8.106 14.898 15.213
H 18.417 14.498 7.005
H 12.641 12.113 13.366
H 18.295 15.731 10.053
H 14.821 16.465 15.830
H 12.183 17.737 6.043
H 15.034 22.652 7.648
```

=====

2.
C45H39Br2ClFFeN5O5P as an isolated structure at a distorted geometry. Source: the Open Molecules 2025 dataset; level of theory: wB97M-V/def2-TZVPD.

orbital gap (spin up / spin down) = 5.650 / 5.883 eV
<S²> = 6.011
HOMO energy (spin up / spin down) = -9.160 / -9.394 eV
charge = +1
multiplicity = 5

```
100
C45H39Br2ClFFeN5O5P (wB97M-V/def2-TZVPD)
Br -7.414 -1.662 -0.540
Br -3.902 5.851 -4.450
Fe 0.028 0.807 -1.483
Cl 3.614 0.931 -1.115
P 1.617 0.585 -3.500
F -0.911 -3.737 3.470
O 0.887 -0.173 0.283
O 1.165 4.030 0.747
O 0.854 2.488 -0.757
O -1.111 -0.782 -1.840
O -2.241 0.681 -0.475
N 1.059 1.474 4.050
N -1.802 -2.636 8.493
N -1.148 2.436 -2.936
N -4.053 -3.539 -1.865
N -0.518 -2.621 6.124
C -0.354 -2.233 8.617
C -5.630 -1.911 -1.126
C 1.281 2.241 2.943
C -0.238 -1.962 4.956
C -1.227 -1.221 -6.654
C 2.905 -1.869 -3.959
C -3.199 3.071 -4.016
C 4.603 -2.772 -2.504
C 3.967 1.881 -4.566
C 3.691 -0.541 -2.076
C 0.379 -2.512 7.274
C 0.618 0.114 3.923
C -4.639 -0.992 -0.893
C 2.567 1.869 -4.364
C 3.777 4.063 -5.667
C -2.892 4.416 -3.762
C 1.810 2.955 -4.772
C -2.177 -0.418 -1.137
C 3.785 -2.894 -3.587
C 0.229 -1.792 2.489
C 4.675 -1.522 -1.792
C 1.023 2.856 0.501
C -1.758 4.758 -3.031
C 0.595 0.286 -6.093
C 0.236 -0.623 5.029
C 0.536 -0.133 -4.756
C -1.184 -1.760 -5.363
C -2.282 2.104 -3.540
C -0.239 -1.271 -4.474
C 0.557 -0.409 2.629
C 1.032 1.814 1.624
C -5.312 -3.179 -1.676
C -1.978 -3.854 7.628
C -0.280 -2.508 3.580
C -0.302 -0.233 -7.023
C 0.767 0.400 1.404
C 2.431 4.096 -5.345
C 1.495 2.035 5.368
C -1.660 -3.536 6.179
C 2.783 -0.719 -3.105
C 0.509 2.976 6.022
C -3.311 -1.424 -1.095
C 4.542 2.940 -5.208
C -0.893 3.721 -2.645
C -3.091 -2.710 -1.649
H -6.121 -3.841 -1.962
H 1.559 3.269 3.146
H 4.619 1.085 -4.187
H 4.268 4.846 -6.223
H 5.614 2.843 -5.421
H -1.867 -2.540 -5.084
H 3.747 -3.785 -4.236
H 1.719 1.186 5.980
H -0.432 2.486 6.178
H 0.699 2.966 -4.667
H -1.585 5.828 -2.783
H -4.131 2.725 -4.463
H 2.316 -1.948 -4.882
H -2.585 -3.068 5.754
H 0.441 3.943 5.486
H -2.509 1.036 -3.637
H -1.899 -1.557 -7.406
H -2.089 -3.030 -1.935
H 5.247 -3.599 -2.239
H 0.236 -0.137 6.019
H -2.352 -1.864 8.068
H -1.329 -4.696 8.006
H 1.140 -1.702 7.171
H 0.061 3.953 -2.152
H 0.873 3.250 6.992
H 0.084 -2.850 9.384
H 2.415 2.610 5.184
H -2.212 -2.813 9.383
H 5.347 -1.328 -0.975
H -0.296 -1.177 8.933
H -4.809 0.035 -0.573
H 1.834 4.988 -5.534
H 0.381 -2.295 1.544
H 0.995 -3.418 7.343
H -0.143 -1.797 -3.519
H -0.339 0.250 -8.042
H 1.323 1.009 -6.428
H -1.465 -4.455 5.581
H -3.031 -4.137 7.703
```

=====

3.
C45H41BCl6F6N8OPY as an isolated structure. Source: the Open Molecules 2025 dataset; level of theory: wB97M-V/def2-TZVPD.

orbital gap = 4.527 eV
HOMO energy = -1.178 eV
charge = -2
multiplicity = 1

```
110
C45H41BCl6F6N8OPY (wB97M-V/def2-TZVPD)
Y -0.514 1.743 1.925
Cl -4.913 6.006 2.923
Cl 1.166 4.698 2.598
Cl -3.952 3.128 2.173
Cl -2.813 8.245 3.503
Cl 0.241 7.587 3.338
Cl 1.452 -6.834 -3.701
P -2.183 0.827 -0.509
F -0.445 3.204 -0.211
F 0.051 3.782 -2.375
F 0.461 0.763 5.024
F 0.447 5.275 -0.672
F -0.727 2.652 5.062
F -1.718 4.792 -1.303
O 1.794 -4.693 4.105
N 1.671 1.590 0.301
N 5.362 0.700 -3.172
N -4.098 1.263 -2.477
N 4.628 2.746 -3.677
N -3.699 -1.076 -1.848
N -2.044 0.131 -3.202
N 2.356 -2.131 3.073
N 0.857 -0.269 2.430
C -4.672 -0.055 -2.214
C -2.289 6.648 3.088
C 2.172 2.741 -0.153
C -3.222 5.648 2.827
C 7.503 1.241 -6.158
C -5.790 -3.825 3.364
C -2.683 -1.151 -2.897
C 0.991 -5.566 -2.564
C -3.074 1.117 -3.511
C -3.091 -0.787 -0.541
C 0.282 1.993 4.324
C 2.162 0.459 -0.220
C 6.027 1.164 -4.295
C 1.522 -1.156 2.737
C 2.449 -2.415 4.516
C -1.432 4.029 2.404
C -0.552 5.060 2.679
C -2.094 0.132 2.667
C -1.217 0.582 -2.078
C 1.513 -3.548 4.890
C -0.074 -2.511 0.190
C -4.919 -1.658 3.957
C -2.769 4.375 2.495
C -3.540 1.856 -1.254
C 7.031 2.522 -6.488
C 4.545 1.660 -2.842
C -3.830 -2.966 2.258
C 1.530 -4.425 2.730
C 7.012 0.551 -5.067
C 3.598 1.636 -1.718
C -5.858 -2.664 4.125
C 6.058 3.148 -5.732
C -0.931 6.355 3.013
C 1.224 -4.229 -2.870
C 0.245 -3.506 -0.716
C 3.117 0.432 -1.221
C 3.128 2.809 -1.149
C 2.432 -3.324 2.205
C 0.377 -5.890 -1.359
C -2.919 -0.755 2.831
C 0.012 -4.906 -0.467
C -4.772 -3.968 2.430
C 5.572 2.447 -4.634
C 0.867 -3.234 -1.987
C -3.888 -1.792 3.021
B -0.426 4.308 -1.161
H -6.526 -4.609 3.496
H 3.451 -0.509 -1.636
H 1.761 3.651 0.256
H 0.472 -3.229 4.748
H -0.440 -0.165 -1.894
H 3.481 -2.699 4.733
H -5.181 -0.385 -3.125
H 5.693 4.134 -5.988
H -3.155 2.855 -1.469
H -2.391 -1.583 -0.279
H -3.042 -3.070 1.522
H 0.177 -6.931 -1.126
H 2.203 -1.502 5.059
H 1.191 2.544 4.612
H 2.124 -3.049 1.195
H 8.265 0.786 -6.778
H 1.059 -2.200 -2.260
H 0.489 -4.122 2.596
H 1.694 -5.349 2.180
H -5.410 0.034 -1.413
H -2.599 2.086 -3.675
H -4.337 1.963 -0.516
H -3.867 -0.760 0.227
H -4.969 -0.752 4.546
H 1.657 -3.833 5.933
H -0.723 1.522 -2.337
H -0.563 -2.717 1.134
H -6.651 -2.540 4.854
H 4.010 3.538 -3.662
H 7.437 3.029 -7.354
H -3.574 0.805 -4.433
H 3.467 3.785 -1.468
H -3.167 -1.508 -3.811
H 1.690 -3.969 -3.814
H -1.916 -1.870 -2.599
H 0.086 -1.470 -0.050
H 1.758 -0.470 0.160
H 3.473 -3.654 2.204
H 7.365 -0.439 -4.811
H -4.711 -4.865 1.825
H -0.487 -5.193 0.453
```

=====

4.
C45H41CaN7O3PSe as an isolated structure at a distorted geometry. Source: the Open Molecules 2025 dataset; level of theory: wB97M-V/def2-TZVPD.

orbital gap (spin up / spin down) = 6.009 / 6.200 eV
HOMO energy (spin up / spin down) = -9.096 / -9.288 eV
charge = +1
multiplicity = 1

```
99
C45H41CaN7O3PSe (wB97M-V/def2-TZVPD)
Se -0.973 -3.552 -2.242
Ca -0.403 1.163 0.075
P -0.170 0.290 -3.042
O 0.215 2.748 -1.244
O -1.930 2.285 -1.048
O 7.119 -2.435 -0.384
N 7.392 -0.276 0.242
N 3.044 -0.230 -0.063
N -0.660 0.413 2.224
N -0.029 -4.690 -3.204
N 1.153 2.258 1.553
N -2.274 -0.303 0.176
N 0.475 -2.812 -1.463
C -3.130 -0.465 -0.837
C 4.810 -1.486 -1.871
C 6.978 1.121 0.199
C 2.124 0.544 -4.703
C 3.471 0.869 -4.961
C 2.935 -3.075 -1.587
C -1.535 -2.009 -6.807
C -0.750 -0.546 -4.559
C 3.338 -1.633 -2.132
C 1.237 -4.483 -2.924
C 3.864 1.338 -2.631
C -3.971 -1.066 1.670
C 3.601 -5.059 -3.018
C -4.423 -0.922 -0.670
C 3.371 2.843 3.093
C -1.708 -0.366 2.520
C 8.756 -0.577 0.689
C 4.311 1.323 -3.910
C -4.848 -1.226 0.611
C -2.689 -0.600 1.418
C -1.988 -0.711 -6.624
C 3.160 3.500 1.893
C 2.441 1.909 3.527
C 5.239 -1.060 -0.686
C -1.599 0.019 -5.504
C 2.043 3.164 1.146
C 0.231 0.741 3.167
C 8.794 -1.201 2.079
C -0.320 -1.864 -4.740
C 1.329 1.659 2.741
C -0.698 -2.586 -5.858
C 2.289 -5.268 -3.475
C 2.514 0.823 -2.268
C 0.085 0.306 4.476
C 2.577 -0.515 -1.419
C 3.915 -4.087 -2.119
C -1.880 -0.883 3.796
C 6.767 1.741 1.577
C -0.922 2.022 -3.204
C 1.513 -3.419 -1.951
C -0.910 2.472 -1.763
C 1.605 0.587 -3.438
C -0.976 -0.529 4.782
C 6.667 -1.302 -0.274
C 4.244 -0.516 0.247
H -5.857 -1.577 0.790
H 4.387 -5.713 -3.380
H 9.320 0.356 0.669
H 7.701 1.773 2.140
H 3.044 -3.004 -0.501
H 6.403 2.766 1.471
H 2.050 -6.054 -4.178
H -1.835 -2.571 -7.683
H 2.034 1.529 -1.591
H 9.197 -1.266 -0.027
H 7.746 1.688 -0.333
H 2.595 1.385 4.460
H -1.956 1.035 -5.401
H 5.310 1.675 -4.144
H 3.121 -1.647 -3.201
H -1.106 -0.894 5.793
H 4.936 -3.996 -1.765
H 1.842 3.628 0.188
H 8.208 -2.120 2.090
H 6.037 1.168 2.154
H -2.701 -1.548 4.022
H 6.070 1.191 -0.393
H -0.345 -3.602 -5.991
H 4.484 1.716 -1.827
H 8.397 -0.517 2.832
H -5.079 -1.032 -1.522
H 3.842 0.842 -5.978
H 1.481 0.306 -5.542
H 9.823 -1.448 2.351
H -4.294 -1.287 2.676
H 0.776 0.616 5.247
H 4.245 3.059 3.694
H 5.516 -1.839 -2.614
H -2.755 -0.225 -1.821
H -2.648 -0.256 -7.354
H 1.534 -0.807 -1.319
H -0.317 2.637 -3.862
H 0.324 -2.326 -3.996
H 3.847 4.256 1.538
H -1.953 1.948 -3.540
H 4.551 -0.295 1.270
```

=====

In order of appearance, total energy = -139636.5455; -263981.5204; -163754.6759; -156974.0890 eV.
In order of appearance, energy relative to the best compared isomer or geometry (same formula, charge and spin) = 198.5; 155.8; 92.2; 442.7 kJ/mol.